Molecular formula: C30H27CoF3N4O2SSbTe
Method: DFT, ωB97M-V/def2-TZVPD

Element x y z (Å)
Co -0.4126 0.6453 -0.4608
N 5.2348 2.6451 -6.0355
C 4.6131 2.3741 -4.8815
C 4.5038 3.3592 -3.8730
C 3.8597 3.0737 -2.6925
C 3.3423 1.8016 -2.4877
C 3.4186 0.8182 -3.4673
C 4.0511 1.0953 -4.6545
S 2.2438 1.5061 -1.1369
O 2.2203 2.6279 -0.2176
O 2.3744 0.2226 -0.4856
N 0.7956 1.3849 -1.8712
C -0.0620 2.3826 -2.0993
N -1.3174 2.0720 -1.6630
C -2.2908 2.9431 -1.8794
C -2.0411 4.1416 -2.5330
C -0.7200 4.3981 -2.8829
N 0.2563 3.5376 -2.6572
H 5.6655 3.5431 -6.1916
H 5.3337 1.9323 -6.7422
H 4.9186 4.3395 -4.0448
H 3.7658 3.8073 -1.9096
H 2.9920 -0.1504 -3.2611
H 4.1177 0.3457 -5.4279
H -3.2733 2.6678 -1.5185
H -2.8336 4.8352 -2.7545
H -0.4286 5.3295 -3.3501
F -0.5119 8.2846 -0.5999
C -0.3758 7.0445 -0.1321
C -1.5131 6.2952 0.1321
C -1.3704 4.9954 0.5841
C -0.1013 4.4630 0.7914
C 1.0284 5.2272 0.5222
C 0.8967 6.5238 0.0587
Sb 0.0888 2.4159 1.4155
C 1.1957 2.3590 3.2612
C 2.4228 2.9911 3.3849
C 3.1215 2.9025 4.5743
C 2.5821 2.1636 5.6166
F 3.2569 2.0534 6.7542
C 1.3559 1.5252 5.5036
C 0.6665 1.6185 4.3112
C -1.9846 2.1382 2.0477
C -2.5651 3.0122 2.9541
C -3.9411 3.0389 3.1040
C -4.7144 2.1581 2.3592
F -6.0398 2.1911 2.4628
C -4.1484 1.2432 1.4819
C -2.7761 1.2537 1.3299
H -2.4900 6.7311 -0.0091
H -2.2553 4.4090 0.7935
H 2.0120 4.7965 0.6475
H 1.7619 7.1363 -0.1452
H 2.8303 3.5532 2.5591
H 4.0704 3.3929 4.7120
H 0.9584 0.9776 6.3428
H -0.2986 1.1398 4.2160
H -1.9373 3.6754 3.5295
H -4.4260 3.7398 3.7665
H -4.7791 0.5726 0.9179
H -2.3068 0.5549 0.6139
C 0.4291 -1.2419 2.2237
Te 0.3519 -1.7071 0.1212
C -1.4573 -2.8874 0.3141
H -0.4535 -0.6729 2.5220
H 1.3353 -0.6639 2.3910
H 0.4831 -2.1674 2.7935
H -1.2512 -3.8154 0.8446
H -1.7933 -3.1266 -0.6930
H -2.2344 -2.3295 0.8345

Forces on the atoms, in the same order (eV/Å):
Co -0.5 -0.4 -1.5
N 0.3 0.1 -0.5
C -0.3 -0.1 0.6
C -0.1 -0.3 0.0
C 0.2 0.0 0.1
C -0.6 -0.1 1.0
C 0.2 0.0 -0.1
C 0.0 0.2 0.2
S 1.0 0.1 -1.5
O 0.1 0.6 0.4
O 0.4 -0.1 -0.1
N 0.2 -1.8 1.4
C -1.2 2.1 -0.8
N 0.9 -0.6 0.2
C -0.4 0.7 -0.4
C -0.1 -0.5 0.1
C -0.3 0.0 0.1
N 0.7 -0.3 -0.1
H -0.1 -0.2 -0.1
H 0.0 0.2 0.1
H 0.1 0.1 0.0
H 0.0 0.2 0.0
H 0.0 -0.2 -0.2
H 0.0 -0.1 0.0
H -0.1 0.1 0.0
H -0.1 0.1 0.0
H 0.0 0.1 0.0
F 0.0 -0.2 0.1
C -0.1 -0.2 0.0
C 0.1 0.2 0.0
C 0.0 -0.1 0.1
C 0.1 -0.8 0.0
C 0.2 0.0 -0.1
C 0.0 0.1 0.1
Sb -0.2 2.1 2.0
C -0.4 -0.2 -1.0
C 0.2 0.1 -0.1
C 0.0 0.0 0.1
C -0.1 -0.1 -0.1
F -0.1 0.1 -0.2
C 0.0 0.1 0.1
C -0.2 -0.1 0.0
C 0.6 -0.4 -0.5
C 0.2 0.0 0.1
C -0.2 -0.1 0.0
C 0.1 -0.1 -0.1
F 0.2 0.0 0.1
C -0.2 0.0 0.0
C 0.3 -0.2 -0.2
H -0.1 0.1 0.0
H 0.0 0.1 -0.1
H 0.0 0.2 0.0
H 0.0 0.0 0.0
H 0.2 0.0 0.0
H 0.1 0.1 0.0
H 0.0 -0.1 0.1
H 0.0 -0.1 0.0
H -0.1 0.2 0.1
H 0.0 0.0 0.1
H -0.1 -0.1 0.0
H -0.5 0.1 0.3
C 0.1 0.0 -0.1
Te -0.6 -1.2 0.7
C 0.1 0.2 -0.1
H 0.0 -0.1 -0.1
H 0.0 0.0 0.0
H 0.0 0.0 -0.1
H 0.2 0.1 0.0
H 0.0 0.0 0.0
H 0.1 0.0 0.0

Calculated values
Gap between HOMO and LUMO (spin up / spin down) ... 7.33 / 3.35 eV
Max |F| ... 0.057 hartree/bohr
Spin multiplicity ... 5
<S²> ... 6.02
E_HOMO (spin up / spin down) ... -12.8 / -12.7 eV
Relative energy (zero: lowest compared OMol25 entry of this formula, charge and spin) ... 102.54 kJ/mol
Charge ... +2
Electronic energy ... -4117.07090 hartree